# 1
{"formula": "C3H2F6NO", "method": "ωB97M-V/def2-TZVPD", "homo_lumo_gap_ev": [7.81, 7.82], "e_homo_ev": [-3.8, -3.8], "largest_force_ha_per_bohr": 0.04315, "charge": -1, "symbols": ["F", "F", "F", "F", "F", "F", "O", "N", "C", "C", "C", "H", "H"], "coordinates": [[-2.121, -0.580, -0.213], [0.716, 0.321, 3.134], [1.357, -1.082, -2.038], [-1.263, 1.544, 1.068], [-1.275, -1.119, -2.023], [-0.569, -2.176, -0.327], [2.141, 0.913, -1.106], [1.111, 0.268, -1.240], [0.088, 0.081, -0.408], [-0.084, 0.897, 0.709], [-0.971, -0.964, -0.774], [0.573, 1.649, 1.040], [0.296, 0.248, 2.179]]}



# 2
{"formula": "C41H55N8O5P2SSe2Si2Ta", "method": "ωB97M-V/def2-TZVPD", "homo_lumo_gap_ev": 6.48, "e_homo_ev": -11.9, "largest_force_ha_per_bohr": 0.08016, "charge": 2, "symbols": ["Ta", "Se", "Se", "S", "P", "P", "Si", "Si", "O", "O", "O", "O", "O", "N", "N", "N", "N", "N", "N", "N", "N", "C", "C", "C", "C", "C", "C", "C", "C", "C", "C", "C", "C", "C", "C", "C", "C", "C", "C", "C", "C", "C", "C", "C", "C", "C", "C", "C", "C", "C", "C", "C", "C", "C", "C", "C", "C", "C", "C", "C", "C", "C", "H", "H", "H", "H", "H", "H", "H", "H", "H", "H", "H", "H", "H", "H", "H", "H", "H", "H", "H", "H", "H", "H", "H", "H", "H", "H", "H", "H", "H", "H", "H", "H", "H", "H", "H", "H", "H", "H", "H", "H", "H", "H", "H", "H", "H", "H", "H", "H", "H", "H", "H", "H", "H", "H", "H"], "coordinates": [[-1.826, -1.135, 0.053], [0.145, 5.203, -1.828], [-1.981, 1.524, 0.123], [-2.011, -0.823, 2.617], [-0.192, 1.788, 1.530], [1.866, 4.030, -1.675], [-3.407, -4.055, 1.088], [-2.527, -3.956, -2.070], [-0.805, -1.232, -1.478], [-0.799, -1.245, 1.724], [-3.083, -0.942, 1.557], [-1.810, 0.576, 2.983], [-2.183, -1.688, 3.724], [-3.706, -0.870, -1.135], [0.892, 0.329, -1.622], [0.678, 0.409, -0.331], [0.728, -1.616, -3.172], [1.030, -3.074, 0.359], [1.363, 1.430, -2.154], [4.392, -2.337, 1.939], [-0.675, 0.186, -3.382], [2.151, -2.294, 0.858], [2.699, 3.352, -5.584], [-5.829, -0.186, -1.915], [-1.411, 4.696, 4.088], [1.824, 0.129, 4.824], [3.100, 5.749, 0.128], [2.053, 3.439, -4.364], [4.110, 3.568, -0.090], [-4.145, -2.132, -0.926], [4.056, 6.094, 1.077], [4.051, 3.665, -5.683], [-1.820, -4.376, 2.061], [0.797, 0.402, 3.930], [5.070, 3.921, 0.847], [0.938, 1.679, 0.027], [-5.475, -2.454, -1.182], [-0.423, 3.377, 2.337], [-4.745, -3.292, 2.153], [5.037, 5.182, 1.437], [-3.926, -5.805, 0.677], [1.057, 1.046, 2.719], [2.373, 1.438, 2.451], [2.769, 3.825, -3.228], [-2.578, -2.798, -3.547], [4.754, 4.083, -4.565], [-0.033, 5.746, 2.418], [-1.215, 3.463, 3.490], [-3.021, -2.996, -0.477], [3.119, 4.485, -0.446], [1.417, 2.316, -1.173], [-4.526, 0.089, -1.598], [3.394, 1.183, 3.357], [-3.745, -5.305, -2.488], [-0.837, 5.839, 3.543], [4.116, 4.169, -3.333], [3.227, -3.175, 1.491], [0.007, -0.634, -2.460], [0.179, 4.515, 1.819], [3.126, 0.522, 4.551], [-6.310, -1.479, -1.688], [-0.824, -4.697, -1.867], [0.562, -3.566, 1.115], [-2.022, 4.767, 4.978], [1.322, -2.175, -2.577], [4.097, -1.623, 2.590], [-4.777, -4.943, -2.513], [-1.720, -2.984, -4.203], [-4.103, 1.078, -1.710], [0.994, 3.228, -4.283], [1.251, -1.196, -3.929], [-0.705, -5.202, -0.899], [-3.502, -5.666, -3.494], [2.614, 1.995, 1.557], [-4.847, -5.857, 0.083], [2.839, -3.698, 2.363], [-0.648, -5.434, -2.659], [-5.835, -3.455, -0.971], [5.789, 5.455, 2.168], [-5.493, -4.043, 2.415], [4.145, 2.599, -0.580], [-6.468, 0.589, -2.316], [-2.102, -4.739, 3.055], [5.797, 4.360, -4.649], [4.661, 4.517, -2.467], [-0.083, -3.903, -1.962], [1.593, -0.367, 5.760], [-2.555, -1.750, -3.248], [0.798, 4.448, 0.946], [-1.314, 0.835, -2.941], [-5.258, -2.462, 1.660], [5.117, -2.899, 2.381], [4.551, 3.603, -6.642], [2.589, -1.713, 0.039], [0.417, 6.633, 1.990], [-1.196, -3.507, 2.229], [1.339, -3.741, -0.338], [-3.699, -6.158, -1.808], [5.858, 3.223, 1.108], [-1.127, -0.364, -4.100], [4.384, 1.586, 3.162], [-0.200, 0.113, 4.214], [-3.489, -2.960, -4.131], [-4.316, -2.903, 3.078], [-1.227, -5.162, 1.578], [3.601, -3.907, 0.778], [-1.680, 2.582, 3.909], [2.144, 3.058, -6.468], [4.813, -1.857, 1.144], [-4.110, -6.336, 1.619], [-1.027, 6.806, 3.993], [3.912, 0.350, 5.277], [1.780, -1.580, 1.597], [4.039, 7.078, 1.531], [-3.141, -6.349, 0.139], [-7.346, -1.713, -1.906], [2.336, 6.458, -0.178]]}



# 3
{"formula": "C13H52F2N27O17S2", "method": "ωB97M-V/def2-TZVPD", "homo_lumo_gap_ev": 8.06, "e_homo_ev": -6.1, "largest_force_ha_per_bohr": 0.23089, "charge": -1, "symbols": ["S", "S", "F", "F", "O", "O", "O", "O", "O", "O", "O", "O", "O", "O", "O", "O", "O", "O", "O", "O", "O", "N", "N", "N", "N", "N", "N", "N", "N", "N", "N", "N", "N", "N", "N", "N", "N", "N", "N", "N", "N", "N", "N", "N", "N", "N", "N", "N", "C", "C", "C", "C", "C", "C", "C", "C", "C", "C", "C", "C", "C", "H", "H", "H", "H", "H", "H", "H", "H", "H", "H", "H", "H", "H", "H", "H", "H", "H", "H", "H", "H", "H", "H", "H", "H", "H", "H", "H", "H", "H", "H", "H", "H", "H", "H", "H", "H", "H", "H", "H", "H", "H", "H", "H", "H", "H", "H", "H", "H", "H", "H", "H", "H"], "coordinates": [[0.784, -1.228, -0.502], [-0.385, 0.516, 0.341], [-1.540, 0.308, 1.470], [1.742, -2.527, -0.162], [0.112, -1.681, 4.484], [0.244, 1.514, 3.574], [1.000, 0.667, -6.259], [2.090, 5.807, 2.257], [-4.190, 2.139, -3.716], [3.915, 1.468, 1.132], [4.503, -1.848, 0.533], [-4.164, -3.292, 2.391], [1.637, -0.398, -1.349], [0.047, 1.866, 0.668], [-1.201, 0.428, -0.879], [0.819, 3.416, -2.515], [2.615, -3.449, 3.200], [-2.866, -5.039, -1.417], [1.245, -3.562, -3.071], [-2.751, 3.686, 1.179], [-0.348, -2.005, -0.975], [2.754, -5.414, 3.904], [0.673, -0.729, 0.855], [4.363, 1.328, -1.108], [0.408, -2.016, -4.515], [-1.072, 2.888, 4.735], [2.333, -1.758, -3.661], [0.225, 4.623, 2.295], [-1.964, -3.372, -2.641], [-3.955, -1.017, 1.998], [-0.891, 0.836, 5.306], [-2.556, 0.714, -3.239], [6.293, -2.737, 1.591], [5.010, -4.048, 0.650], [1.436, 2.676, -5.595], [-3.642, -4.390, -3.437], [-0.807, -2.702, 2.759], [1.907, 3.788, 1.333], [-5.777, -1.841, 2.695], [5.915, 1.847, 0.296], [-2.314, 2.846, -2.915], [0.746, 1.251, -3.978], [-1.724, -2.841, 4.681], [-4.765, 3.628, 0.493], [1.478, -5.080, 2.115], [0.028, 5.476, -2.547], [-3.684, 2.167, -0.305], [-0.580, 4.156, -0.934], [1.018, 1.474, -5.311], [5.164, -2.795, 0.854], [2.364, -4.607, 2.956], [1.265, -2.505, -3.651], [-4.557, -2.158, 2.411], [-2.863, -4.247, -2.373], [-3.075, 1.903, -3.315], [0.081, 4.295, -2.058], [-0.633, 1.695, 4.430], [-3.613, 3.159, 0.497], [4.651, 1.523, 0.138], [-0.713, -2.382, 4.015], [1.484, 4.793, 1.998], [-2.818, 1.813, -0.686], [-1.385, -3.019, -1.892], [2.886, 3.724, 1.091], [-0.350, 3.983, 1.765], [-3.276, -4.118, -4.339], [3.119, -2.019, -3.083], [0.557, 5.533, -3.406], [-2.296, -2.798, -3.403], [6.436, 2.065, -0.541], [1.492, 3.526, -5.052], [-0.500, -2.446, -4.617], [-5.556, 3.396, -0.091], [-1.614, -2.757, 5.681], [-0.958, 3.537, 3.969], [2.133, -0.794, -3.888], [-1.292, 4.833, -0.698], [-1.624, 0.933, 5.994], [-4.045, -5.280, -3.182], [-1.399, 2.927, 5.689], [0.711, 0.273, -3.728], [1.794, 2.643, -6.539], [1.180, -6.027, 2.305], [-0.284, 5.449, 2.576], [4.148, -4.418, 0.273], [-3.214, 0.096, -3.692], [6.366, -3.626, 2.065], [0.712, 1.993, -3.294], [-0.123, -2.490, 2.047], [3.453, -5.187, 4.597], [-0.364, 6.313, -2.141], [5.045, 1.516, -1.829], [5.956, -4.347, 0.464], [6.145, 2.182, 1.221], [-1.753, -2.909, 2.471], [-2.389, -3.368, 4.132], [-4.536, 1.951, -0.802], [-2.974, -1.049, 1.759], [-4.855, 4.403, 1.134], [-0.447, 3.332, -0.365], [6.603, -1.869, 2.004], [-1.808, 0.495, -2.596], [-4.527, -0.211, 1.789], [-2.626, 3.794, -3.067], [0.999, -4.471, 1.467], [-6.437, -2.527, 3.034], [-1.414, 2.529, -2.582], [-0.688, -0.142, 5.156], [0.603, -1.218, -5.102], [-5.749, -0.831, 2.717], [2.375, -6.336, 3.739], [1.302, 3.061, 0.980], [3.569, 0.738, -1.310]]}



# 4
{"formula": "C55H42Cl2IrN6O2P", "method": "ωB97M-V/def2-TZVPD", "homo_lumo_gap_ev": [7.28, 4.12], "e_homo_ev": [-11.7, -11.6], "largest_force_ha_per_bohr": 0.02473, "charge": 2, "multiplicity": 5, "symbols": ["Ir", "Cl", "Cl", "P", "O", "O", "N", "N", "N", "N", "N", "N", "C", "C", "C", "C", "C", "C", "C", "C", "C", "C", "C", "C", "C", "C", "C", "C", "C", "C", "C", "C", "C", "C", "C", "C", "C", "C", "C", "C", "C", "C", "C", "C", "C", "C", "C", "C", "C", "C", "C", "C", "C", "C", "C", "C", "C", "C", "C", "C", "C", "C", "C", "C", "C", "C", "C", "H", "H", "H", "H", "H", "H", "H", "H", "H", "H", "H", "H", "H", "H", "H", "H", "H", "H", "H", "H", "H", "H", "H", "H", "H", "H", "H", "H", "H", "H", "H", "H", "H", "H", "H", "H", "H", "H", "H", "H", "H", "H"], "coordinates": [[0.929, 1.212, -0.536], [-1.410, 5.462, -1.170], [-6.125, 3.643, 0.572], [0.489, -2.383, 1.096], [-0.340, -0.974, -1.049], [-0.603, 2.693, -0.884], [2.190, -0.712, -0.419], [0.492, 0.396, 1.548], [0.322, -0.739, 3.411], [-1.904, -2.553, -0.463], [-1.336, 0.011, -1.348], [3.052, -2.692, -0.101], [-6.416, -3.110, -1.038], [5.395, -2.656, -2.790], [7.580, -3.582, -2.419], [5.072, 0.746, -2.152], [-4.110, -3.696, -2.470], [0.400, -0.823, 2.058], [5.362, 1.877, -2.902], [-5.248, -2.409, -0.784], [-2.401, 4.177, -0.644], [1.470, 2.544, 6.766], [0.417, 1.103, 5.143], [1.639, 4.455, 0.949], [0.005, 5.010, 2.619], [-3.148, 1.653, -4.654], [4.342, 2.669, -3.414], [-4.470, 1.418, -4.999], [-4.084, -2.698, -1.498], [-4.513, 3.349, 0.101], [-2.178, -3.875, 0.118], [1.996, -1.884, 0.167], [-5.287, -4.377, -2.739], [0.506, 1.285, 2.587], [1.533, 3.114, 1.295], [3.021, 2.316, -3.195], [-4.669, -0.093, -3.132], [3.221, -4.062, 0.360], [-0.690, -2.003, -0.228], [5.192, -2.572, -1.413], [-6.440, -4.089, -2.023], [-2.834, -1.958, -1.221], [-3.336, 0.120, -2.788], [6.193, -3.003, -0.544], [-5.224, 0.546, -4.232], [2.722, 1.176, -2.457], [-1.828, 2.845, -0.616], [1.431, 1.996, 5.496], [-0.511, 1.320, 7.357], [-2.313, 0.354, -0.359], [0.876, 5.402, 1.612], [-2.663, -0.524, -1.596], [-3.698, 4.417, -0.288], [-0.552, 0.765, 6.087], [3.365, -0.768, -1.106], [0.386, 0.586, 3.770], [7.383, -3.503, -1.048], [-2.735, 1.770, -0.281], [0.497, 2.209, 7.698], [-0.115, 3.672, 2.963], [6.583, -3.162, -3.289], [-4.030, 2.036, 0.081], [-2.588, 1.014, -3.561], [3.749, 0.388, -1.915], [0.644, 2.713, 2.302], [3.934, -2.008, -0.902], [0.263, -1.859, 4.338], [8.162, -3.826, -0.370], [2.193, 2.249, 4.769], [6.729, -3.232, -4.359], [0.713, -1.560, 5.281], [0.809, -2.705, 3.930], [4.612, -2.325, -3.462], [-2.545, 2.337, -5.237], [4.575, 3.550, -3.996], [-4.697, 1.224, 0.341], [-1.977, -4.648, -0.619], [-0.793, 3.366, 3.750], [-7.355, -4.626, -2.230], [2.219, 2.908, -3.619], [-3.213, -3.911, -3.037], [5.871, 0.144, -1.740], [-0.767, -2.162, 4.523], [3.829, -4.608, -0.356], [2.279, 2.406, 0.906], [-1.356, 0.087, 5.826], [2.263, 3.232, 7.030], [-4.091, 5.423, -0.313], [8.510, -3.971, -2.811], [-1.533, -4.026, 0.978], [-0.586, 5.751, 3.142], [-5.297, -0.742, -2.547], [-1.556, 1.208, -3.310], [-7.309, -2.889, -0.468], [1.688, 0.786, -2.485], [-5.231, -1.637, -0.023], [-2.292, -0.189, 0.585], [3.718, -4.089, 1.329], [2.251, -4.545, 0.445], [6.394, 2.146, -3.084], [0.528, 2.638, 8.691], [2.340, 4.761, 0.183], [-4.910, 1.909, -5.856], [-5.304, -5.132, -3.514], [-6.258, 0.360, -4.490], [0.967, 6.448, 1.351], [-3.217, -3.941, 0.425], [6.054, -2.924, 0.528], [-1.272, 1.062, 8.081]]}



# 5
{"formula": "C38H37ClCoNO2P2", "method": "ωB97M-V/def2-TZVPD", "homo_lumo_gap_ev": [8.72, 5.71], "e_homo_ev": [-13.7, -14.0], "largest_force_ha_per_bohr": 0.05488, "charge": 2, "multiplicity": 5, "symbols": ["Co", "Cl", "P", "P", "O", "O", "N", "C", "C", "C", "C", "C", "C", "C", "C", "C", "C", "C", "C", "C", "C", "C", "C", "C", "C", "C", "C", "C", "C", "C", "C", "C", "C", "C", "C", "C", "C", "C", "C", "C", "C", "C", "C", "C", "C", "H", "H", "H", "H", "H", "H", "H", "H", "H", "H", "H", "H", "H", "H", "H", "H", "H", "H", "H", "H", "H", "H", "H", "H", "H", "H", "H", "H", "H", "H", "H", "H", "H", "H", "H", "H", "H"], "coordinates": [[0.087, -0.012, -0.616], [0.024, -0.068, -2.822], [-0.004, -2.322, -0.399], [-0.028, 2.291, -0.539], [0.056, 0.003, 1.321], [2.295, 0.299, 1.646], [-0.646, 0.002, 3.707], [2.919, -5.226, -0.397], [-1.804, -3.644, 1.380], [-0.990, -4.083, -2.404], [-1.960, -4.487, -3.326], [-1.956, 4.330, -0.830], [3.815, -3.307, -1.570], [0.801, 0.323, 3.518], [-3.166, -3.784, -3.433], [0.047, 3.070, 1.127], [1.410, 3.012, -1.402], [-3.418, -2.688, -2.600], [1.548, -3.247, -0.673], [-1.568, 3.029, -1.194], [-3.133, 4.877, -1.340], [-2.458, -2.286, -1.673], [-3.936, 4.131, -2.210], [-0.560, -3.018, 1.214], [1.128, 0.193, 2.034], [2.348, 4.395, -3.153], [-1.051, 3.502, 3.249], [0.031, 4.296, 3.647], [-2.391, 2.278, -2.051], [1.234, 3.909, -2.467], [-1.234, -2.975, -1.580], [3.811, 3.053, -1.756], [0.317, -2.947, 2.313], [1.718, -4.552, -0.179], [1.117, 3.879, 1.528], [-2.158, -4.197, 2.615], [3.970, -4.609, -1.087], [-1.274, -4.137, 3.694], [-3.569, 2.826, -2.558], [2.594, -2.651, -1.397], [-0.035, -3.506, 3.539], [-1.041, 2.884, 2.000], [2.708, 2.635, -1.004], [1.119, 4.473, 2.791], [3.632, 3.949, -2.817], [-0.848, -0.949, 3.365], [4.500, 4.311, -3.374], [-1.914, 3.382, 3.909], [-4.850, 4.566, -2.619], [0.016, 4.793, 4.619], [4.635, -2.802, -2.087], [4.807, 2.682, -1.504], [-2.493, -3.720, 0.536], [-1.768, -5.356, -3.957], [2.442, -1.668, -1.832], [-1.349, 4.916, -0.138], [1.426, -0.359, 4.102], [1.013, 1.347, 3.848], [3.026, -6.242, -0.018], [0.918, -5.043, 0.378], [-4.202, 2.236, -3.224], [-1.224, 0.649, 3.153], [1.310, -2.507, 2.181], [1.677, -0.399, -0.865], [-0.929, 0.068, 4.685], [-2.645, -1.427, -1.023], [0.674, -3.471, 4.370], [-3.915, -4.088, -4.167], [-0.047, -4.626, -2.322], [-3.124, -4.699, 2.714], [-3.417, 5.888, -1.051], [-2.085, 1.269, -2.329], [-1.533, -4.600, 4.648], [1.703, 0.422, -0.689], [4.907, -5.142, -1.254], [2.854, 2.014, -0.112], [1.973, 5.091, 3.076], [-4.362, -2.143, -2.663], [2.206, 5.116, -3.959], [0.226, 4.222, -2.746], [1.952, 4.062, 0.850], [-1.908, 2.310, 1.656]]}



no.,E_tot (eV)
1,-22983.141
2,-242971.532
3,-116475.269
4,-107906.408
5,-114303.878